The following is a DFT calculation (the ωB97M-V functional and the def2-TZVPD basis) of a 14-piece molecular cluster, C76H164N8O16 overall at a distorted geometry.

```
264
C76H164N8O16 the ωB97M-V functional and the def2-TZVPD basis
C 7.5859 3.4989 1.8098
O 7.2329 2.6446 0.7208
C 7.2869 3.3190 -0.5093
C 6.9450 2.3846 -1.6872
O 5.5916 2.2589 -1.9214
C 4.8936 1.5220 -0.9255
H 6.8287 4.3463 1.7969
H 8.6195 3.9594 1.6255
H 7.5339 2.9885 2.7679
H 8.3017 3.7645 -0.5885
H 6.6164 4.1855 -0.5190
H 7.3754 1.4488 -1.2300
H 7.5722 2.6037 -2.5366
H 3.9401 1.3238 -1.4295
H 4.7451 2.0199 0.0394
H 5.4171 0.5638 -0.8007
C 2.0811 5.1722 -2.8708
O 0.7003 5.0694 -2.5556
C 0.1946 3.7898 -2.9493
C -1.3251 3.7580 -2.9062
O -2.0072 3.9928 -4.0924
C -1.8901 5.3149 -4.5953
H 2.5876 4.2154 -2.5015
H 2.4730 6.0876 -2.3681
H 2.3495 5.2715 -3.9146
H 0.7249 3.0113 -2.3915
H 0.4705 3.6187 -3.9711
H -1.6810 4.4879 -2.1550
H -1.6681 2.7522 -2.6044
H -0.9065 5.5632 -4.9206
H -2.1937 6.0748 -3.8626
H -2.4644 5.4358 -5.4654
C -3.3770 0.6297 -1.3544
O -3.7515 1.9587 -1.2504
C -4.8313 2.3234 -2.1508
C -6.1505 1.8680 -1.5938
O -7.1530 2.3869 -2.4567
C -8.4129 1.9042 -2.1717
H -3.2093 0.2320 -2.3532
H -4.0376 -0.0911 -0.8170
H -2.4124 0.4413 -0.8670
H -4.5770 1.9295 -3.1404
H -4.9013 3.3710 -2.1452
H -6.1832 2.2554 -0.5591
H -6.2309 0.7959 -1.5494
H -8.6648 0.8793 -2.4950
H -9.1274 2.6129 -2.6379
H -8.6141 1.9675 -1.1080
C -2.1313 1.1417 -5.8478
O -2.5720 0.7016 -7.0988
C -1.5031 0.1174 -7.8396
C -2.0624 -0.4349 -9.1250
O -2.6121 -1.7138 -8.7912
C -3.1315 -2.3971 -9.8693
H -1.2277 1.7850 -5.9215
H -1.8570 0.2994 -5.1637
H -2.9365 1.7299 -5.4121
H -0.9302 -0.6328 -7.2786
H -0.7926 0.9545 -8.0987
H -1.2214 -0.5112 -9.8296
H -2.8515 0.1782 -9.6369
H -3.5012 -1.7040 -10.6464
H -3.9946 -3.0129 -9.5868
H -2.3242 -3.0231 -10.3553
C -6.9962 0.2653 2.9500
O -5.5839 0.3802 3.1350
C -4.9667 1.1825 2.1474
C -5.0083 2.6621 2.4479
O -4.2698 2.8986 3.6906
C -5.1389 3.1618 4.7951
H -7.2408 -0.2663 2.0173
H -7.4843 1.2633 2.9870
H -7.2742 -0.3921 3.7635
H -5.4048 1.0467 1.1648
H -3.9418 0.9274 2.0986
H -6.0394 3.0059 2.5591
H -4.4566 3.2624 1.7080
H -4.4763 3.1058 5.6527
H -5.9056 2.4178 5.0230
H -5.6009 4.1356 4.5463
C -0.2718 -1.6667 -2.7178
O 0.4894 -0.4272 -2.8780
C 1.5039 -0.2506 -1.8888
C 1.0178 0.4667 -0.7143
O 0.0009 -0.3736 -0.1025
C -0.6600 0.3505 0.9786
H -0.7955 -1.9099 -3.6688
H -0.9405 -1.5950 -1.8465
H 0.3686 -2.5477 -2.5248
H 2.2585 0.3879 -2.4073
H 1.9691 -1.2356 -1.6987
H 0.5576 1.3655 -1.0695
H 1.7063 0.7095 0.0813
H -1.5016 -0.3124 1.2909
H -0.9979 1.3150 0.6150
H 0.0779 0.5639 1.7724
C 1.9252 -1.7131 3.8906
C 3.0208 -0.5979 3.7847
C 2.2603 0.7552 4.0397
C 3.1965 1.9155 4.4119
C 4.1234 1.5980 5.5033
C 4.8344 0.2461 5.3596
N 3.8715 -0.7784 4.9554
O 4.5249 -1.9816 4.9089
C 6.0274 0.5143 4.4188
C 5.4477 -0.0509 6.7401
C 3.6774 -0.6176 2.4084
H 2.3714 -2.6491 3.6739
H 1.1746 -1.5618 3.0728
H 1.4671 -1.6639 4.8842
H 1.6792 1.0960 3.1564
H 1.4763 0.6263 4.8347
H 2.6006 2.7760 4.7538
H 3.7202 2.2328 3.4943
H 3.6212 1.5371 6.4738
H 4.9037 2.3299 5.6558
H 6.8308 1.1205 4.9144
H 6.5113 -0.4160 4.1285
H 5.7183 1.0413 3.5002
H 4.6705 -0.3057 7.4591
H 6.2379 -0.7955 6.7328
H 5.9132 0.8655 7.1237
H 4.2297 -1.5612 2.2894
H 4.1597 0.2946 2.1765
H 2.8031 -0.7655 1.7094
H 4.2797 -2.4602 5.6920
C -2.0760 1.0640 6.5826
C -2.1519 -0.3151 5.8745
C -1.1354 -1.2778 6.5199
C -1.3873 -2.6942 6.0579
C -2.7656 -3.1086 6.4607
C -3.8574 -2.2081 5.8184
N -3.5123 -0.8027 6.1929
O -4.4605 0.0868 5.6453
C -3.9520 -2.5046 4.3293
C -5.1571 -2.5880 6.4430
C -1.7736 0.0119 4.4206
H -1.0113 1.3335 6.7849
H -2.6860 1.0213 7.5242
H -2.5006 1.7511 5.9223
H -0.1908 -0.8528 6.2244
H -1.2943 -1.0430 7.5930
H -0.6668 -3.3977 6.4696
H -1.2717 -2.8320 5.0101
H -2.9086 -3.0682 7.5312
H -2.9166 -4.1334 6.1002
H -2.9744 -2.7110 3.9042
H -4.5290 -3.3899 4.1569
H -4.4800 -1.7661 3.7132
H -6.0072 -2.0290 5.9554
H -5.3958 -3.6511 6.4073
H -5.1337 -2.2413 7.5431
H -0.8176 0.5630 4.3855
H -2.4616 0.6197 3.8263
H -1.6022 -0.8353 3.7593
H -4.5553 -0.0989 4.6636
C -2.1588 4.6094 1.2055
C -1.0469 4.9414 2.1782
C -0.8998 6.4333 2.1090
C -0.1044 7.0528 3.2335
C -0.7568 6.6748 4.5926
C -0.8783 5.1416 4.7814
N -1.5343 4.5796 3.5744
O -1.6096 3.1664 3.6899
C 0.5411 4.6416 4.9393
C -1.6284 4.7706 6.0374
C 0.2247 4.0648 1.8592
H -2.3087 3.5732 1.1283
H -1.8560 5.0295 0.2484
H -2.9724 5.2880 1.5137
H -0.4502 6.7490 1.1572
H -1.8604 6.8573 2.2106
H -0.1508 8.1881 3.1583
H 0.9312 6.7836 3.1966
H -1.7766 7.1977 4.5955
H -0.1911 7.1800 5.4154
H 1.2211 4.9172 4.1314
H 0.9134 5.0163 5.8616
H 0.5632 3.5852 5.0363
H -1.5519 5.5804 6.7621
H -2.6915 4.8716 5.8847
H -1.4090 3.8162 6.5048
H 0.5730 4.0391 0.8091
H 0.0924 3.0375 2.2115
H 1.0387 4.3785 2.4803
H -2.5868 3.0594 3.7785
C 3.7951 -7.3914 0.8255
C 3.8875 -6.6626 -0.5258
C 2.4050 -6.4352 -1.0839
C 2.3243 -5.3770 -2.1796
C 2.7485 -4.0433 -1.6011
C 4.2513 -4.1413 -1.1868
N 4.4112 -5.3287 -0.2873
O 5.7479 -5.3718 0.1294
C 5.0670 -4.2109 -2.4566
C 4.6734 -2.7682 -0.4295
C 4.7202 -7.5910 -1.4880
H 3.2686 -8.3485 0.6689
H 3.2679 -6.8158 1.5389
H 4.8252 -7.5061 1.2003
H 2.0495 -7.3954 -1.4855
H 1.7949 -6.0834 -0.2698
H 1.2927 -5.2148 -2.4597
H 2.9696 -5.6777 -2.9854
H 2.2090 -3.6601 -0.7141
H 2.7289 -3.2836 -2.4566
H 6.1086 -4.2650 -2.2559
H 4.8871 -5.1120 -3.0488
H 4.8927 -3.3829 -3.1458
H 4.7285 -1.9016 -1.1032
H 3.9409 -2.6067 0.4052
H 5.6227 -3.0536 0.0186
H 4.6218 -7.3488 -2.5160
H 4.4664 -8.6476 -1.4114
H 5.8262 -7.4655 -1.2596
H 6.3123 -5.7187 -0.5439
C 3.0649 -4.4137 -6.3207
C 1.7585 -3.9218 -5.7918
C 0.8044 -3.6993 -6.9966
C 1.4016 -2.7803 -8.0058
N 1.7854 -2.0751 -8.8292
H 2.9774 -5.4779 -6.6461
H 3.7123 -4.3410 -5.4690
H 3.4022 -3.8504 -7.1713
H 1.7891 -2.9862 -5.2281
H 1.3473 -4.6744 -5.1045
H -0.2134 -3.2457 -6.6954
H 0.5467 -4.6553 -7.4647
C -5.2836 -0.7161 -4.8719
C -5.4892 -1.8347 -5.8758
C -4.2040 -2.7130 -6.1137
C -3.6972 -3.2215 -4.8360
N -3.3637 -3.6579 -3.8335
H -4.6873 -0.9927 -4.0030
H -6.2203 -0.2696 -4.5225
H -4.7057 0.0472 -5.4421
H -5.8648 -1.3350 -6.7580
H -6.2126 -2.5535 -5.5102
H -3.3804 -2.1699 -6.5592
H -4.4540 -3.5133 -6.7933
C 1.8097 0.9007 -6.4903
C 2.4469 1.4528 -5.2033
C 3.9128 0.9277 -4.8308
C 3.7809 -0.4319 -4.3944
N 3.5655 -1.4868 -4.0394
H 2.0599 1.3461 -7.4468
H 0.7320 0.9219 -6.2663
H 1.9494 -0.2011 -6.6377
H 1.8232 1.1730 -4.3498
H 2.4571 2.5975 -5.2128
H 4.1796 1.5151 -3.9689
H 4.6199 1.0025 -5.6989
C -1.6192 -4.5093 -0.3581
C -1.6139 -3.6235 0.7858
C -0.8279 -4.1820 2.0236
C -1.6182 -5.2975 2.5435
N -2.2073 -6.1754 2.9585
H -0.6483 -4.7783 -0.8222
H -2.1830 -4.0744 -1.1585
H -2.0884 -5.4822 -0.1458
H -2.6313 -3.3924 1.1384
H -1.0918 -2.6680 0.5566
H -0.5789 -3.5032 2.7965
H 0.1495 -4.6159 1.6756
```

## Properties
Total charge: 0
2S+1: 1
HOMO energy in eV: -8.05
Gap between HOMO and LUMO in Ha: 0.313
Max |F| in eV Å⁻¹: 3.7